1.
Below is a structure of composition C15H17Cl2N5SV, with properties calculated with ωB97M-V with the def2-TZVPD basis set.

Computed properties:
Spin multiplicity   4
Net charge   +2
Maximum force   0.008 hartree/bohr
ΔE to the lowest compared entry with this formula, charge and spin   67.4 kJ/mol
Kohn-Sham gap (spin up / spin down)   7.8 / 8.3 eV
Energy   -3117.61481 a.u.
HOMO (spin up / spin down)   -14.926 / -14.924 eV

Last column: Löwdin spin population.
Atoms and positions in Å:
V1 2.132 -0.047 -1.384  2.866
Cl1 4.580 0.522 -1.229  0.025
C1 4.207 2.260 -1.478  0.011
Cl2 2.403 2.449 -1.531  0.022
H1 4.600 2.572 -2.438  0.000
H2 4.577 2.826 -0.633  0.001
C2 -1.755 -1.423 -2.729  0.000
C3 -0.412 -1.311 -2.439  0.011
N1 0.108 -0.168 -1.939  0.011
C4 -0.707 0.876 -1.755  0.012
C5 -2.075 0.848 -2.000  0.000
C6 -2.593 -0.334 -2.513  0.005
C7 -2.856 2.083 -1.749  0.000
C8 -2.660 2.849 -0.677  0.000
C9 -1.797 2.462 0.469  0.000
C10 -2.012 1.281 1.169  0.000
C11 -1.118 0.983 2.178  0.000
N2 -0.078 1.764 2.477  0.001
C12 -0.001 2.894 1.777  0.000
N3 -0.802 3.295 0.790  0.000
H3 -2.135 -2.350 -3.135  0.000
H4 0.281 -2.125 -2.603  0.002
H5 -0.252 1.785 -1.383  0.002
H6 -3.649 -0.407 -2.744  0.000
H7 -3.545 2.399 -2.522  0.000
H8 -3.120 3.829 -0.622  0.000
H9 -2.857 0.642 0.953  0.000
H10 -1.242 0.090 2.780  0.000
H11 0.812 3.565 2.035  0.000
S1 2.616 -2.229 -0.579  0.016
C13 1.633 -2.485 0.842  0.010
N4 2.123 -2.425 2.064  0.001
C14 1.154 -2.876 3.076  0.000
C15 -0.092 -3.197 2.217  0.000
N5 0.358 -2.842 0.857  0.003
H12 3.102 -2.261 2.230  0.000
H13 0.965 -2.084 3.797  0.000
H14 1.541 -3.749 3.597  0.000
H15 -0.950 -2.595 2.501  0.000
H16 -0.369 -4.248 2.257  0.000
H17 -0.116 -3.122 0.015  0.000

2.
Below is a structure of composition C15H17Cl5IN4OPd, with properties calculated with ωB97M-V with the def2-TZVPD basis set.

Computed properties:
Spin multiplicity   5
Net charge   +3
Maximum force   0.024 hartree/bohr
ΔE to the lowest compared entry with this formula, charge and spin   75.6 kJ/mol
Kohn-Sham gap (spin up / spin down)   7.7 / 3.3 eV
Energy   -3601.41012 a.u.
HOMO (spin up / spin down)   -16.783 / -16.620 eV

Last column: Löwdin spin population.
Atoms and positions in Å:
Pd1 -0.005 -0.173 0.633  1.383
Cl1 2.844 0.329 1.081  0.049
C1 2.053 0.142 2.616  0.044
C2 0.714 -0.079 2.594  0.280
C3 0.048 -0.207 3.853  0.240
Cl2 -1.611 -0.474 3.843  0.138
C4 0.730 -0.120 5.091  -0.004
Cl3 -0.114 -0.286 6.549  -0.005
C5 2.098 0.089 5.081  0.094
Cl4 2.972 0.185 6.511  0.070
C6 2.792 0.229 3.824  0.221
Cl5 4.428 0.498 3.795  0.159
I1 2.177 4.746 -2.301  0.666
C7 0.798 3.908 -1.046  0.104
C8 -0.193 4.691 -0.442  0.041
C9 -1.096 4.065 0.388  -0.003
C10 -0.988 2.692 0.588  0.101
N1 -0.023 1.945 0.017  0.078
C11 0.855 2.530 -0.785  0.097
H1 -0.254 5.757 -0.623  0.000
H2 -1.884 4.625 0.872  -0.001
H3 -1.696 2.160 1.208  0.004
H4 1.610 1.904 -1.243  0.002
N2 1.713 -2.553 -0.488  0.027
N3 0.526 -1.921 -0.946  0.055
H5 2.543 -2.287 -0.988  0.000
H6 1.633 -3.547 -0.349  0.001
H7 -0.254 -2.565 -0.945  0.000
H8 0.608 -1.524 -1.875  0.003
C12 -5.272 -1.691 -0.072  0.002
N4 -4.166 -0.731 -0.221  0.008
C13 -4.432 0.564 -0.857  0.001
C14 -2.957 -0.992 0.219  0.011
C15 -2.681 -2.305 0.886  0.006
O1 -2.038 -0.117 0.063  0.124
H9 -6.090 -1.373 -0.709  0.000
H10 -5.624 -1.722 0.959  0.000
H11 -4.968 -2.686 -0.385  0.000
H12 -5.488 0.620 -1.097  0.000
H13 -3.847 0.665 -1.770  0.000
H14 -4.177 1.375 -0.178  0.000
H15 -3.334 -2.447 1.748  0.000
H16 -1.649 -2.343 1.231  0.004
H17 -2.869 -3.138 0.207  0.000

3.
Below is the molecule C15H17F3N2O2S, with properties calculated with ωB97M-V with the def2-TZVPD basis set.

Computed properties:
SMILES string   Cc1ccc(S(=O)(=O)CCN2C=CC(C(F)(F)F)=NCC2)cc1
Maximum force   0.100 hartree/bohr
ΔE to the lowest compared entry with this formula, charge and spin   163.5 kJ/mol
Kohn-Sham gap   8.8 eV
Energy   -1539.49321 a.u.
HOMO   -8.450 eV

Last column: Mulliken charge in e.
Atoms and positions in Å:
C1 -5.245 -1.104 -2.614  -1.430
C2 -3.926 -1.674 -2.140  0.781
C3 -2.748 -1.355 -2.776  -0.644
C4 -1.518 -1.729 -2.254  -0.298
C5 -1.458 -2.401 -1.055  0.024
S1 0.146 -2.925 -0.392  1.371
O1 -0.049 -4.202 0.305  -0.714
O2 1.146 -3.047 -1.495  -0.682
C6 0.690 -1.700 0.801  -0.685
C7 1.202 -0.479 0.017  -1.098
N1 1.692 0.608 0.890  0.231
C8 3.094 0.750 1.146  0.016
C9 3.693 1.924 1.478  -0.941
C10 3.102 3.268 1.480  0.454
C11 3.894 4.401 0.855  0.834
F1 4.784 4.908 1.731  -0.258
F2 3.122 5.414 0.376  -0.247
F3 4.645 3.841 -0.107  -0.248
N2 1.929 3.532 2.056  -0.576
C12 1.103 2.441 2.647  -0.952
C13 0.658 1.429 1.541  -0.361
C14 -2.632 -2.846 -0.450  -0.519
C15 -3.861 -2.520 -1.015  -0.699
H1 -6.086 -1.665 -2.228  0.382
H2 -5.297 -1.129 -3.661  0.399
H3 -5.347 -0.073 -2.284  0.296
H4 -2.830 -0.764 -3.667  0.391
H5 -0.603 -1.457 -2.784  0.473
H6 1.414 -2.113 1.437  0.436
H7 -0.135 -1.442 1.469  0.515
H8 1.986 -0.744 -0.683  0.466
H9 0.356 -0.125 -0.592  0.264
H10 3.738 -0.124 1.098  0.399
H11 4.770 1.881 1.617  0.362
H12 1.660 1.910 3.394  0.418
H13 0.244 2.857 3.142  0.420
H14 0.007 0.688 2.017  0.354
H15 0.077 1.916 0.739  0.301
H16 -2.620 -3.407 0.461  0.454
H17 -4.796 -2.748 -0.500  0.310

4.
Below is a cluster of 2 separate species, C15H17F3N2O4S2 in total, with properties calculated with ωB97M-V with the def2-TZVPD basis set.

Computed properties:
SMILES string   O=C1c2ccccc2S(=O)(=O)N1SC(F)(F)F.C/C=C/N1CCOCC1
Maximum force   0.090 hartree/bohr
ΔE to the lowest compared entry with this formula, charge and spin   0.0 kJ/mol
Kohn-Sham gap   7.0 eV
Energy   -2088.14903 a.u.
HOMO   -7.436 eV

Last column: Mulliken charge in e.
Atoms and positions in Å:
O1 -0.367 5.410 -1.447  -0.627
C1 0.517 4.824 -0.847  0.708
C2 1.803 5.460 -0.491  0.016
C3 2.170 6.780 -0.705  -0.585
C4 3.417 7.195 -0.289  -0.500
C5 4.292 6.312 0.319  -0.495
C6 3.922 4.998 0.529  -0.583
C7 2.676 4.594 0.127  0.361
S1 1.919 2.964 0.299  1.110
O2 1.905 2.668 1.764  -0.561
O3 2.669 2.060 -0.626  -0.596
N1 0.474 3.526 -0.441  -0.037
S2 -0.879 2.616 -0.772  -0.128
C8 -1.694 2.916 0.814  0.776
F1 -2.872 2.275 0.803  -0.218
F2 -1.868 4.237 0.955  -0.213
F3 -0.898 2.428 1.773  -0.203
H1 1.474 7.455 -1.179  0.504
H2 3.709 8.223 -0.427  0.398
H3 5.255 6.656 0.662  0.397
H4 4.583 4.293 1.008  0.446
C9 0.010 -1.170 0.265  -1.034
C10 -0.634 -2.468 0.554  -0.226
C11 -1.269 -3.175 -0.383  -0.145
N2 -1.746 -4.491 -0.224  0.060
C12 -2.271 -5.151 -1.433  -0.600
C13 -3.012 -6.446 -1.107  -0.636
O4 -2.231 -7.304 -0.289  -0.360
C14 -1.881 -6.692 0.942  -0.661
C15 -1.083 -5.405 0.731  -0.436
H5 0.425 -0.704 1.161  0.381
H6 0.828 -1.303 -0.446  0.298
H7 -0.700 -0.469 -0.177  0.152
H8 -0.555 -2.871 1.548  0.181
H9 -1.369 -2.742 -1.364  0.343
H10 -2.929 -4.444 -1.950  0.434
H11 -1.427 -5.350 -2.100  0.347
H12 -3.952 -6.248 -0.579  0.340
H13 -3.261 -7.008 -2.016  0.318
H14 -2.809 -6.499 1.494  0.344
H15 -1.311 -7.432 1.518  0.324
H16 -0.085 -5.631 0.341  0.304
H17 -0.945 -4.886 1.685  0.300